A.
ORCA calculation (the ωB97M-V functional and the def2-TZVPD basis) on an isolated ion of composition C4H12N3 and charge +1.

Last column: Löwdin charge in e.
Element x y z (Å)
N  1.749  0.617  -2.663  -0.007
C  0.722  0.004  -1.764  -0.268
C  1.025  0.228  -0.233  -0.156
C  -0.118  -0.174  0.628  -0.284
N  0.190  -1.043  1.749  0.093
C  -1.330  0.438  0.532  -0.035
N  -2.231  0.116  1.645  0.184
H  1.938  0.047  -3.487  0.073
H  2.682  0.678  -2.256  0.067
H  0.841  -1.117  -1.783  0.115
H  -0.330  0.161  -2.053  0.103
H  1.950  -0.387  0.005  0.136
H  1.335  1.306  -0.295  0.136
H  1.104  -0.953  2.153  0.101
H  -0.271  -1.940  1.743  0.102
H  -1.590  1.168  -0.220  0.134
H  -1.970  -0.799  2.010  0.142
H  -3.239  0.251  1.581  0.179
H  -1.923  0.721  2.428  0.185

As for the net charge: +1. Its highest occupied orbital energy is -12.34 eV. The value obtained for the LUMO energy is -3.575 eV. The value obtained for the gap between HOMO and LUMO is 8.763 eV.

***

B.
ORCA calculation (the ωB97M-V functional and the def2-TZVPD basis) on an isolated ion of composition C4H12N3 and charge +1.

Last column: Löwdin charge in e.
Element x y z (Å)
C  -1.719  -1.416  0.378  0.094
N  -0.964  -0.780  -0.429  0.092
C  0.642  -0.028  -0.048  -0.447
C  1.480  -1.049  0.565  -0.040
N  1.131  0.319  -1.298  0.123
C  0.082  1.150  0.751  -0.164
N  -0.417  2.011  -0.321  -0.019
H  -2.775  -1.668  0.069  0.127
H  -1.471  -1.711  1.481  0.154
H  -1.316  -0.616  -1.324  0.113
H  1.445  -1.996  -0.190  0.150
H  2.597  -0.753  0.591  0.138
H  1.265  -1.383  1.570  0.076
H  0.653  1.099  -1.679  0.071
H  1.209  -0.340  -2.009  0.092
H  0.762  1.691  1.343  0.126
H  -0.817  0.851  1.269  0.106
H  -1.344  1.624  -0.649  0.108
H  -0.441  2.994  -0.071  0.099

As for the net charge: +1. Its highest occupied orbital energy is -13.63 eV. The value obtained for the LUMO energy is -4.441 eV. The value obtained for the gap between HOMO and LUMO is 9.189 eV.

***

C.
ORCA calculation (the ωB97M-V functional and the def2-TZVPD basis) on an isolated ion of composition C4H12N3 and charge +1.

Last column: Löwdin charge in e.
Element x y z (Å)
N  0.302  -0.767  -1.845  0.077
C  1.250  0.169  -1.371  -0.279
N  1.002  1.113  -0.591  0.030
C  -0.306  1.576  -0.225  -0.210
C  -1.165  0.550  0.567  -0.176
C  -0.384  -0.179  1.642  -0.111
N  0.458  -1.286  1.008  0.187
H  0.664  -1.290  -2.638  0.108
H  -0.592  -0.378  -2.109  0.097
H  2.282  -0.059  -1.623  0.129
H  -0.205  2.474  0.362  0.114
H  -0.896  1.795  -1.113  0.122
H  -1.953  1.147  1.025  0.125
H  -1.713  -0.124  -0.097  0.109
H  -1.057  -0.631  2.364  0.131
H  0.332  0.509  2.080  0.134
H  1.453  -1.114  1.146  0.165
H  0.296  -1.346  -0.014  0.097
H  0.231  -2.159  1.431  0.151

As for the net charge: +1. Its highest occupied orbital energy is -13.48 eV. The value obtained for the LUMO energy is -3.174 eV. The value obtained for the gap between HOMO and LUMO is 10.306 eV.

***

Verdict on stability: C comes out on top.

***

A.
ORCA calculation (the ωB97M-V functional and the def2-TZVPD basis) on a 2-piece molecular cluster, C2H5NO overall.

Last column: Löwdin charge in e.
Element x y z (Å)
C  0.032  -2.948  2.070  -0.096
N  1.174  -2.333  1.979  0.040
H  -0.492  -3.217  1.182  0.042
H  -0.494  -3.097  2.986  0.046
H  1.637  -2.144  2.770  -0.032
C  -0.432  3.450  -2.777  -0.170
O  -0.572  4.446  -2.113  -0.031
H  -0.997  2.460  -2.341  0.115
H  0.143  3.382  -3.756  0.086

Its highest occupied orbital energy is -10.12 eV. The value obtained for the LUMO energy is 0.941 eV. The value obtained for the gap between HOMO and LUMO is 11.062 eV.

***

B.
ORCA calculation (the ωB97M-V functional and the def2-TZVPD basis) on a 2-piece molecular cluster, C2H5NO overall.

Last column: Löwdin charge in e.
Element x y z (Å)
C  -0.530  0.603  -1.513  -0.142
N  -1.237  0.119  -0.568  -0.009
H  -0.017  -0.017  -2.249  0.061
H  -0.460  1.734  -1.584  0.082
H  -1.200  -0.916  -0.625  0.044
C  0.928  -0.414  1.680  -0.210
O  2.043  -0.531  2.068  0.003
H  0.375  0.619  1.309  0.094
H  0.097  -1.198  1.482  0.077

Its highest occupied orbital energy is -9.86 eV. The value obtained for the LUMO energy is 0.861 eV. The value obtained for the gap between HOMO and LUMO is 10.723 eV.

***

Verdict on stability: B comes out on top.

***

A.
ORCA calculation (the ωB97M-V functional and the def2-TZVPD basis) on a 2-piece molecular cluster, H3NO2S overall.

Last column: Löwdin charge in e.
Element x y z (Å)
N  -1.428  -0.480  -0.570  0.025
O  2.744  1.004  -0.389  -0.425
O  1.209  0.537  1.407  -0.445
S  1.548  1.397  0.294  0.886
H  -0.828  -0.189  0.166  -0.056
H  -1.039  -1.384  -0.812  0.015
H  -2.206  -0.885  -0.096  0.000

Its highest occupied orbital energy is -10.88 eV. The value obtained for the LUMO energy is -1.362 eV. The value obtained for the gap between HOMO and LUMO is 9.518 eV.

***

B.
ORCA calculation (the ωB97M-V functional and the def2-TZVPD basis) on a 2-piece molecular cluster, H3NO2S overall.

Last column: Löwdin charge in e.
Element x y z (Å)
N  -1.040  -0.115  -0.008  0.004
O  1.361  1.755  1.260  -0.418
O  2.302  -0.552  0.797  -0.407
S  1.573  0.630  0.334  0.792
H  -0.784  -0.796  0.766  -0.011
H  -1.268  0.809  0.522  0.010
H  2.267  1.075  -0.694  0.028

Its highest occupied orbital energy (spin up / spin down) is -11.43 / -10.28 eV. The value obtained for the LUMO energy (spin up / spin down) is -2.242 / -1.123 eV. The value obtained for the gap between HOMO and LUMO (spin up / spin down) is 9.189 / 9.157 eV.

***

Verdict on stability: A comes out on top.

***

A.
ORCA calculation (the ωB97M-V functional and the def2-TZVPD basis) on C3H6N2 as an isolated structure.

Last column: Löwdin charge in e.
Element x y z (Å)
C  -0.495  -1.461  0.096  -0.044
C  -0.140  -0.142  -0.467  -0.239
N  -0.731  0.970  -0.275  0.101
C  2.109  1.228  0.709  -0.221
N  1.451  2.021  0.128  -0.139
H  0.323  -1.714  0.786  0.100
H  -1.436  -1.441  0.648  0.083
H  -0.512  -2.226  -0.681  0.087
H  0.809  -0.059  -0.999  0.106
H  0.196  1.849  -0.240  0.050
H  -1.574  0.975  0.294  0.116

Its highest occupied orbital energy is -9.86 eV. The value obtained for the LUMO energy is 0.222 eV. The value obtained for the gap between HOMO and LUMO is 10.084 eV.

***

B.
ORCA calculation (the ωB97M-V functional and the def2-TZVPD basis) on a 2-piece molecular cluster, C3H6N2 overall.

Last column: Löwdin charge in e.
Element x y z (Å)
C  0.441  -0.923  -0.932  -0.268
C  -1.303  0.968  0.964  -0.068
C  -0.817  -0.605  -0.993  -0.103
N  1.393  0.147  -0.568  -0.003
N  -0.281  0.934  1.534  0.042
H  0.775  -1.955  -1.216  0.109
H  1.234  0.992  -1.132  0.085
H  -1.611  -1.328  -1.189  0.067
H  -1.067  0.414  -0.798  -0.037
H  2.320  -0.209  -0.697  0.047
H  0.418  0.778  2.321  0.129

Its highest occupied orbital energy is -8.62 eV. The value obtained for the LUMO energy is 1.089 eV. The value obtained for the gap between HOMO and LUMO is 9.705 eV.

***

C.
ORCA calculation (the ωB97M-V functional and the def2-TZVPD basis) on C3H6N2 as an isolated structure.

Last column: Löwdin charge in e.
Element x y z (Å)
C  1.065  0.117  -0.593  -0.359
C  1.207  1.359  -0.218  -0.016
C  1.007  -1.365  -0.731  0.103
N  -0.106  -0.615  -0.771  -0.194
N  -1.488  -0.641  -0.635  0.124
H  0.204  1.895  -0.107  0.072
H  2.127  1.905  -0.153  0.035
H  -0.481  -0.629  1.767  0.025
H  0.077  -1.064  2.165  0.066
H  -1.812  0.257  -0.838  0.074
H  -1.800  -1.219  0.114  0.072

Its highest occupied orbital energy is -8.92 eV. The value obtained for the LUMO energy is 0.732 eV. The value obtained for the gap between HOMO and LUMO is 9.655 eV.

***

Verdict on stability: A comes out on top.

***

A.
ORCA calculation (the ωB97M-V functional and the def2-TZVPD basis) on one molecule with the formula C3H6N2.

Last column: Löwdin charge in e.
Element x y z (Å)
H  -0.392  0.183  -2.896  0.052
N  -0.440  0.114  -1.893  0.098
C  0.461  -0.255  -1.158  -0.200
C  0.361  -0.083  0.476  -0.376
C  -0.943  0.410  1.031  -0.025
N  1.486  -0.502  0.826  0.100
H  1.663  -0.536  1.846  0.065
H  1.311  -0.749  -1.466  0.067
H  -1.309  1.129  0.346  0.056
H  -1.436  -0.620  1.003  0.131
H  -0.761  0.910  1.886  0.032

Its highest occupied orbital energy is -9.08 eV. The value obtained for the LUMO energy is 1.127 eV. The value obtained for the gap between HOMO and LUMO is 10.212 eV.

***

B.
ORCA calculation (the ωB97M-V functional and the def2-TZVPD basis) on a 3-piece molecular cluster, C3H6N2 overall.

Last column: Löwdin charge in e.
Element x y z (Å)
N  -2.224  -0.038  -0.975  0.094
C  -1.181  -0.023  -0.146  -0.265
C  1.047  0.029  0.299  -0.294
C  2.364  0.058  0.321  -0.014
N  0.042  0.010  -0.528  -0.025
H  -3.155  -0.085  -0.604  0.092
H  -2.111  -0.046  -1.979  0.107
H  -0.791  -0.017  1.378  0.115
H  0.170  -0.039  1.581  0.093
H  2.907  0.067  1.254  0.044
H  2.931  0.084  -0.601  0.052

Its highest occupied orbital energy is -8.43 eV. The value obtained for the LUMO energy is 0.737 eV. The value obtained for the gap between HOMO and LUMO is 9.172 eV.

***

C.
ORCA calculation (the ωB97M-V functional and the def2-TZVPD basis) on one molecule with the formula C3H6N2.

Last column: Löwdin charge in e.
Element x y z (Å)
C  1.329  -0.610  -0.306  0.062
C  0.826  0.600  0.318  -0.183
C  -0.396  1.243  -0.149  -0.205
N  -1.468  0.416  -0.208  -0.131
N  -1.248  -0.876  0.163  -0.146
H  2.178  -1.095  -0.068  0.005
H  0.633  -1.123  -1.024  0.078
H  1.601  1.270  0.572  0.060
H  -0.678  2.363  -0.316  0.125
H  -2.279  -1.329  -0.088  0.157
H  -0.500  -0.860  1.106  0.179

Its highest occupied orbital energy is -7.70 eV. The value obtained for the LUMO energy is 0.042 eV. The value obtained for the gap between HOMO and LUMO is 7.741 eV.

***

D.
ORCA calculation (the ωB97M-V functional and the def2-TZVPD basis) on one molecule with the formula C3H6N2.

Last column: Löwdin charge in e.
Element x y z (Å)
C  -0.634  0.553  -0.995  -0.072
C  0.036  -0.139  0.168  -0.528
N  1.410  0.216  0.409  0.039
C  -0.797  -0.057  1.450  -0.130
N  -1.199  -1.139  1.631  0.178
H  -1.638  0.134  -1.131  0.085
H  -0.703  1.634  -0.866  0.081
H  -0.042  0.324  -1.885  0.081
H  -0.102  -1.232  -0.015  0.112
H  1.993  -0.401  -0.148  0.081
H  1.675  0.108  1.382  0.075

Its highest occupied orbital energy is -9.73 eV. The value obtained for the LUMO energy is -0.029 eV. The value obtained for the gap between HOMO and LUMO is 9.706 eV.

***

Verdict on stability: A comes out on top.

***

A.
ORCA calculation (the ωB97M-V functional and the def2-TZVPD basis) on one molecule with the formula C3H6N2.

Last column: Löwdin charge in e.
Element x y z (Å)
C  0.706  1.621  0.248  -0.058
N  0.447  1.239  -0.945  0.072
N  -0.055  -0.239  -0.941  -0.180
C  0.432  -1.171  0.044  -0.102
C  -1.030  -0.842  -0.233  -0.219
H  1.222  2.478  0.412  0.032
H  0.140  1.300  1.102  0.068
H  0.742  -2.111  -0.622  0.155
H  0.669  -0.647  0.932  0.064
H  -1.972  -1.388  -0.527  0.126
H  -1.300  -0.240  0.531  0.042

Its highest occupied orbital energy is -8.95 eV. The value obtained for the LUMO energy is 0.870 eV. The value obtained for the gap between HOMO and LUMO is 9.817 eV.

***

B.
ORCA calculation (the ωB97M-V functional and the def2-TZVPD basis) on one molecule with the formula C3H6N2.

Last column: Löwdin charge in e.
Element x y z (Å)
C  -0.602  -0.850  0.936  -0.174
N  -0.679  0.319  1.368  -0.016
N  -0.282  1.224  0.447  -0.122
C  0.255  0.632  -0.699  -0.234
C  0.243  -0.928  -0.383  -0.112
H  -0.956  -1.758  1.382  0.088
H  0.034  2.162  0.918  0.178
H  -0.357  0.833  -1.555  0.087
H  1.225  1.081  -0.950  0.108
H  1.277  -1.317  -0.159  0.104
H  -0.158  -1.398  -1.304  0.094

Its highest occupied orbital energy is -8.11 eV. The value obtained for the LUMO energy is 1.136 eV. The value obtained for the gap between HOMO and LUMO is 9.242 eV.

***

Verdict on stability: B comes out on top.